No. 1
C31H24HgI2N7O5S | ωB97M-V/def2-TZVPD

The total energy comes out at -84418.86113 eV. The calculation puts the frontier orbital gap (spin up / spin down) at 2.7 / 4.9 eV. The energy above the lowest of the compared OMol25 structures with the same formula, charge and spin comes out at 44.20 kJ/mol. The HOMO energy (spin up / spin down) comes out at 1.105 / -1.133 eV.

ORCA input file:
```
! wB97M-V def2-TZVPD RIJCOSX def2/J DEFGRID3
* xyz -2 2
Hg -1.09 -0.43 1.56
N -2.23 1.17 -0.40
N -2.98 0.63 -1.45
C -2.64 -0.55 -2.00
N -3.19 -0.76 -3.25
S -1.66 -1.71 -1.32
H -2.80 1.79 0.16
H -1.38 1.63 -0.75
H -3.43 1.29 -2.07
H -4.09 -0.32 -3.42
H -3.14 -1.73 -3.52
O -3.94 2.46 3.20
C -3.30 1.53 2.69
O -2.05 1.41 2.60
C -4.16 0.42 2.06
C -5.54 0.55 2.03
C -6.32 -0.44 1.46
C -5.67 -1.55 0.93
C -4.30 -1.62 1.00
N -3.55 -0.65 1.53
H -5.97 1.44 2.47
H -7.40 -0.36 1.42
H -6.24 -2.37 0.49
H -3.76 -2.48 0.62
I -2.41 -4.42 4.94
C -0.85 -3.02 5.10
C -0.05 -3.00 6.23
C 0.98 -2.09 6.30
I 2.21 -2.16 8.03
C 1.25 -1.16 5.27
C 2.31 -0.21 5.28
C 2.45 0.65 4.18
C 1.57 0.58 3.13
N 0.55 -0.30 3.10
C 0.39 -1.18 4.14
C -0.67 -2.15 4.00
O -1.42 -2.22 2.95
H -0.24 -3.69 7.05
H 2.99 -0.16 6.11
H 3.26 1.38 4.15
H 1.66 1.25 2.27
O 1.85 -1.75 0.58
C 1.79 -0.76 -0.12
N 2.74 -0.47 -1.11
C 2.22 0.52 -2.02
C 0.95 0.97 -1.20
O 0.24 1.91 -1.58
N 0.79 0.20 -0.13
C 1.84 -0.09 -3.37
C 0.62 0.16 -3.99
C 0.31 -0.41 -5.21
C 1.22 -1.25 -5.85
C 2.45 -1.50 -5.24
C 2.75 -0.92 -4.02
C 3.19 1.67 -2.26
C 4.55 1.51 -1.98
C 5.45 2.53 -2.26
C 5.01 3.73 -2.81
C 3.66 3.89 -3.08
C 2.76 2.87 -2.82
H 3.25 -1.26 -1.46
H -0.10 0.81 -3.50
H -0.65 -0.22 -5.67
H 0.98 -1.70 -6.80
H 3.16 -2.15 -5.72
H 3.72 -1.12 -3.57
H 4.89 0.60 -1.52
H 6.50 2.40 -2.03
H 5.71 4.53 -3.02
H 3.29 4.83 -3.48
H 1.71 3.00 -3.02
*
```



No. 2
C3H2N4O | ωB97M-V/def2-TZVPD

The total energy comes out at -11145.51016 eV. The calculation puts the frontier orbital gap at 7.6 eV. The energy above the lowest of the compared OMol25 structures with the same formula, charge and spin comes out at 362.98 kJ/mol. The HOMO energy comes out at -8.411 eV.

ORCA input file:
```
! wB97M-V def2-TZVPD RIJCOSX def2/J DEFGRID3
* xyz 0 1
C -1.52 0.94 0.06
C -0.28 0.13 0.00
C 1.12 -0.18 -0.04
N 2.23 0.51 -0.02
N -0.42 -1.25 -0.04
N 0.93 -1.55 -0.04
N 3.32 0.77 -0.04
O -2.62 0.46 -0.05
H -1.45 2.06 0.11
H -1.30 -1.87 0.05
*
```



No. 3
H4O2 | ωB97M-V/def2-TZVPD

As for the structure (SMILES): O.O. The total energy comes out at -4159.79571 eV. The calculation puts the frontier orbital gap at 11.3 eV. The energy above the lowest of the compared OMol25 structures with the same formula, charge and spin comes out at 13.82 kJ/mol. The HOMO energy comes out at -10.733 eV.

ORCA input file:
```
! wB97M-V def2-TZVPD RIJCOSX def2/J DEFGRID3
* xyz 0 1
O 0.44 0.64 0.85
H 1.20 0.29 1.40
H 0.21 1.44 1.34
O -0.84 -0.62 -1.47
H -0.55 -1.58 -1.44
H -0.46 -0.17 -0.68
*
```